1.
The ion C31H36F5N4O with charge +1. Source: the OMol25 dataset; level of theory: wB97M-V/def2-TZVPD.

The geometry in XYZ format:
```
77
Properties=species:S:1:pos:R:3:forces:R:3
C 1.546 5.275 -2.406 -0.032 0.325 0.298
N 1.248 3.877 -2.189 0.065 -0.479 -0.587
C 1.221 2.999 -3.235 -0.493 0.495 -0.538
O 1.285 3.296 -4.427 0.133 -0.610 1.479
C 1.027 1.600 -2.632 -0.417 0.597 -0.484
C 2.241 0.720 -2.916 0.368 -0.018 0.307
C 2.375 0.475 -4.386 0.079 -0.246 -0.513
C 3.406 1.037 -5.138 -0.004 0.282 0.149
F 4.337 1.808 -4.516 -0.583 -0.563 -0.472
C 3.471 0.891 -6.520 0.242 0.102 -0.194
F 4.463 1.468 -7.225 -0.666 -0.397 0.446
C 2.489 0.145 -7.176 0.058 -0.043 -0.234
F 2.537 -0.004 -8.512 -0.033 0.087 0.859
C 1.458 -0.447 -6.445 -0.173 -0.112 -0.150
F 0.507 -1.165 -7.075 0.554 0.406 0.345
C 1.418 -0.276 -5.066 -0.048 0.120 -0.096
F 0.376 -0.813 -4.368 0.627 0.164 -0.387
N 0.788 1.883 -1.224 0.222 -0.770 -0.024
C 0.337 0.863 -0.426 0.216 0.125 0.094
C 0.411 0.741 0.925 0.858 -0.116 -0.113
C -0.590 -0.052 1.754 0.069 3.292 1.062
C -0.426 0.257 3.270 0.067 0.038 -0.184
C -0.723 -0.679 4.271 0.050 0.270 0.122
C -0.540 -0.342 5.624 -0.026 0.086 -0.376
C -0.047 0.923 5.969 0.043 -0.254 -0.191
C 0.247 1.856 4.969 -0.286 -0.211 -0.107
C 0.017 1.530 3.631 0.168 0.108 0.279
N -0.548 -1.418 1.529 -1.234 -3.474 -0.306
C 0.765 -2.048 1.738 0.408 -0.004 -0.464
C 0.606 -3.408 2.357 0.253 -0.323 0.342
C -0.330 -4.230 1.515 0.255 -0.410 -0.159
N -1.570 -3.504 1.299 -0.285 0.200 -0.157
C -1.653 -2.183 1.385 0.520 0.495 -0.305
C -3.033 -1.572 1.248 0.230 0.421 -0.148
C -4.052 -2.083 2.269 -0.334 -0.190 0.303
C -4.771 -3.358 1.841 -0.025 -0.132 0.043
C -3.851 -4.555 1.680 0.257 -0.270 -0.118
C -2.668 -4.312 0.736 -0.352 -0.201 -0.023
C 1.154 3.265 -0.860 0.449 0.063 0.103
C 2.519 3.335 -0.168 0.140 0.037 -0.016
C 0.099 3.984 -0.016 -0.154 -0.150 -0.228
H 1.650 5.443 -3.481 -0.041 -0.123 0.214
H 0.737 5.905 -2.019 0.118 -0.051 -0.117
H 2.478 5.560 -1.903 -0.126 -0.044 -0.140
H 0.141 1.134 -3.094 0.159 0.193 0.233
H 3.148 1.221 -2.548 -0.238 -0.287 -0.017
H 2.114 -0.234 -2.384 0.112 0.198 -0.069
H -0.056 0.023 -1.015 -0.736 0.497 -0.023
H 1.305 1.097 1.448 -0.765 0.608 -0.137
H -1.567 0.374 1.499 0.355 -0.377 -0.048
H -1.102 -1.677 4.011 0.179 0.474 0.158
H -0.779 -1.085 6.394 0.133 0.398 -0.283
H 0.120 1.172 7.015 -0.044 -0.052 -0.237
H 0.651 2.840 5.217 -0.203 -0.309 0.014
H 0.203 2.263 2.840 -0.002 -0.232 0.478
H 1.277 -2.135 0.767 -0.119 0.130 0.242
H 1.371 -1.402 2.379 -0.236 0.025 -0.154
H 1.579 -3.907 2.388 -0.123 0.100 0.125
H 0.225 -3.322 3.384 0.130 -0.055 -0.221
H 0.123 -4.464 0.536 -0.126 0.027 0.300
H -0.577 -5.181 2.008 0.048 0.257 -0.140
H -3.397 -1.760 0.226 0.129 -0.005 0.195
H -2.975 -0.486 1.346 -0.019 -0.405 -0.099
H -4.805 -1.303 2.422 0.187 -0.060 -0.052
H -3.575 -2.240 3.245 0.013 0.084 -0.136
H -5.532 -3.613 2.584 -0.013 0.115 -0.116
H -5.292 -3.182 0.892 0.011 0.048 0.098
H -3.477 -4.891 2.659 0.014 0.080 -0.181
H -4.410 -5.399 1.256 0.038 0.160 0.139
H -3.018 -3.840 -0.197 0.160 -0.262 0.247
H -2.215 -5.280 0.483 -0.128 0.361 -0.056
H 3.308 2.952 -0.831 -0.201 0.062 0.211
H 2.744 4.381 0.076 0.066 -0.283 0.010
H 2.513 2.753 0.759 0.031 0.162 -0.122
H -0.824 4.101 -0.598 0.169 -0.053 0.205
H -0.114 3.421 0.898 0.046 0.147 -0.154
H 0.480 4.977 0.256 -0.162 -0.267 -0.020
```
Forces are in eV/Å.

Results
* net charge: +1
* HOMO: -10.652 eV
* structure (SMILES): CN1C(=O)[C@@H](Cc2c(F)c(F)c(F)c(F)c2F)N(/C=C/[C@H](c2ccccc2)N2CCC[N+]3=C2CCCCC3)C1(C)C
* 2S+1: 1
* Kohn-Sham gap: 8.275 eV
* E_LUMO: -2.38 eV

=====

2.
A structure of composition C31H36F6IIrN2OP2S. Source: the OMol25 dataset; level of theory: wB97M-V/def2-TZVPD.

The geometry in XYZ format:
```
81
Properties=species:S:1:pos:R:3:forces:R:3
Ir -0.587 0.657 1.120 0.308 0.154 -0.233
C -1.727 -1.682 2.600 0.089 -0.136 -0.079
C -2.626 -1.486 1.412 0.116 -0.012 -0.004
N -2.516 -0.102 0.871 0.072 0.146 0.125
C -3.526 0.845 1.437 0.020 -0.297 -0.179
C -3.265 1.171 2.887 0.139 -0.115 0.204
S -1.505 1.668 3.025 -0.279 -0.194 0.611
C -0.792 0.540 4.315 0.187 0.040 -0.241
C 0.120 -0.558 3.719 -0.340 0.219 0.008
N -0.411 -0.975 2.386 0.151 0.114 0.223
H -1.519 -2.745 2.728 -0.025 -0.004 0.069
H -2.146 -1.329 3.535 -0.067 0.056 -0.020
H -3.666 -1.712 1.650 -0.014 -0.020 0.003
H -2.327 -2.160 0.619 -0.012 0.012 -0.091
H -2.689 -0.221 -0.132 -0.128 0.020 -0.035
H -4.519 0.407 1.317 -0.004 0.003 -0.041
H -3.488 1.755 0.847 0.011 0.047 0.033
H -3.457 0.337 3.558 0.022 -0.003 -0.006
H -3.878 2.008 3.216 0.020 0.025 -0.021
H -1.631 0.144 4.882 -0.002 -0.024 -0.001
H -0.223 1.174 4.992 0.024 0.007 -0.030
H 0.153 -1.417 4.392 -0.071 -0.027 0.008
H 1.137 -0.199 3.590 -0.039 -0.044 0.022
H 0.208 -1.658 1.958 0.204 0.099 0.143
I 1.573 1.996 1.931 0.127 0.198 -0.314
C 3.169 0.650 1.953 -0.069 -0.090 0.135
C 3.916 0.667 3.099 -0.030 0.042 0.020
C 5.167 0.028 3.117 0.057 -0.047 -0.028
C 5.650 -0.508 1.960 0.006 0.028 0.044
C 4.887 -0.511 0.766 -0.043 -0.021 0.020
C 5.468 -0.979 -0.433 -0.013 -0.001 -0.056
C 4.762 -0.939 -1.597 0.060 0.005 0.020
C 3.412 -0.559 -1.574 -0.037 -0.015 0.056
C 2.767 -0.138 -0.427 0.005 -0.133 -0.050
P 0.919 -0.105 -0.681 -0.026 -0.153 -0.060
C 0.738 -1.696 -1.519 -0.006 0.049 0.150
C 0.699 -1.783 -2.905 0.056 0.054 -0.051
C 0.757 -3.024 -3.519 0.011 -0.021 0.015
C 0.841 -4.177 -2.753 -0.017 0.011 0.007
C 0.866 -4.094 -1.367 -0.018 -0.023 -0.007
C 0.820 -2.855 -0.754 -0.055 0.025 0.046
C 0.663 1.257 -1.808 0.178 -0.182 0.066
C 1.528 2.289 -1.755 0.043 -0.075 -0.053
C 1.249 3.578 -2.344 0.003 0.049 -0.021
C 0.028 3.818 -2.827 0.065 0.039 0.026
C -1.036 2.810 -2.769 -0.148 -0.054 -0.007
C -0.690 1.358 -2.403 -0.093 0.109 0.004
C 3.554 -0.004 0.756 -0.119 0.062 0.056
H 3.579 1.205 3.977 -0.002 0.010 -0.016
H 5.754 0.023 4.025 0.003 0.004 -0.004
H 6.646 -0.931 1.928 -0.010 -0.002 0.001
H 6.488 -1.340 -0.411 -0.012 -0.012 0.005
H 5.208 -1.252 -2.531 -0.001 0.003 0.008
H 2.859 -0.655 -2.497 -0.023 0.009 -0.011
H 0.639 -0.889 -3.516 -0.004 -0.006 0.012
H 0.724 -3.091 -4.598 -0.017 0.005 0.008
H 0.876 -5.145 -3.235 0.006 0.006 -0.001
H 0.927 -4.995 -0.771 -0.005 0.007 0.001
H 0.873 -2.800 0.332 0.036 -0.026 -0.019
H 2.488 2.153 -1.272 -0.018 0.000 0.006
H 2.039 4.313 -2.406 -0.008 -0.003 -0.037
H -0.199 4.741 -3.345 0.013 0.008 0.020
H -1.795 2.938 -3.531 0.020 0.012 -0.011
H -1.086 0.514 -2.955 0.034 0.033 -0.069
C -1.115 3.705 0.228 -0.061 0.042 0.027
O -1.200 2.332 -0.207 -0.009 0.073 -0.062
C -1.659 2.125 -1.569 -0.030 -0.120 0.106
C -3.148 1.949 -1.736 -0.039 0.034 -0.049
H -1.641 4.337 -0.483 0.009 -0.013 -0.006
H -0.070 4.011 0.276 -0.010 0.008 -0.023
H -1.586 3.795 1.206 0.000 0.012 0.005
H -3.650 2.919 -1.758 0.005 -0.003 0.027
H -3.636 1.338 -0.988 0.086 -0.146 -0.028
H -3.336 1.441 -2.681 -0.007 0.063 -0.026
F -1.878 -1.277 -1.338 0.040 -0.081 -0.201
P -3.142 -2.087 -2.127 -0.322 0.215 -0.094
F -3.094 -3.188 -0.945 -0.022 0.004 -0.020
F -4.125 -1.154 -1.169 -0.042 -0.053 -0.023
F -4.388 -2.765 -2.805 0.109 0.033 0.041
F -3.105 -0.892 -3.212 -0.041 -0.024 0.015
F -2.077 -2.916 -2.957 0.004 -0.018 -0.065
```
Forces are in eV/Å.

Results
* net charge: +2
* HOMO: -13.861 eV
* 2S+1: 1
* Kohn-Sham gap: 7.477 eV
* E_LUMO: -6.38 eV

=====

3.
A structure of composition C31H36FeN7O2PS. Source: the OMol25 dataset; level of theory: wB97M-V/def2-TZVPD.

The geometry in XYZ format:
```
79
Properties=species:S:1:pos:R:3:forces:R:3
Fe 0.581 0.807 -0.569 3.538 -0.280 1.635
C 2.465 3.062 -1.071 0.118 -0.158 0.118
N 1.120 2.832 -0.515 -1.195 -0.578 -0.507
C 0.924 3.372 0.837 0.095 -0.295 0.140
C 0.905 2.269 1.888 0.195 0.084 -0.175
C 0.810 2.570 3.239 0.137 0.096 -0.013
C 0.828 1.536 4.161 -0.018 -0.032 -0.068
C 0.966 0.233 3.698 0.120 0.039 0.123
C 1.073 0.016 2.337 0.161 -0.115 -0.036
N 1.022 1.011 1.442 -1.013 0.158 0.167
C 0.042 3.122 -1.482 0.050 1.069 -0.588
C 0.197 2.282 -2.737 0.088 0.034 -0.374
C -0.077 2.791 -3.992 0.061 0.042 0.028
C 0.098 1.966 -5.096 0.033 -0.148 -0.030
C 0.556 0.671 -4.906 0.025 0.170 -0.088
C 0.806 0.230 -3.618 0.144 -0.176 0.158
N 0.629 1.016 -2.560 -1.332 0.929 0.365
C 3.350 1.882 -0.774 0.004 0.044 0.010
C 4.720 2.005 -0.637 0.048 0.009 -0.043
C 5.475 0.862 -0.424 -0.028 0.009 -0.015
C 4.827 -0.361 -0.357 0.064 0.071 -0.028
C 3.451 -0.394 -0.490 -0.053 -0.126 -0.012
N 2.719 0.707 -0.689 -0.398 -0.111 -0.009
H 2.388 3.180 -2.152 -0.016 0.011 -0.004
H 2.904 3.979 -0.675 -0.056 0.066 -0.016
H 1.747 4.044 1.088 -0.051 0.103 -0.023
H 0.010 3.968 0.887 -0.035 -0.030 -0.045
H 0.753 3.604 3.557 -0.035 -0.032 0.007
H 0.758 1.743 5.221 0.004 -0.005 -0.010
H 1.021 -0.600 4.385 0.001 -0.009 -0.032
H 1.218 -0.976 1.925 -0.153 0.013 -0.039
H -0.918 2.911 -1.013 -0.001 0.011 0.070
H 0.012 4.182 -1.772 0.113 0.003 -0.008
H -0.406 3.815 -4.114 0.002 -0.016 0.027
H -0.106 2.335 -6.092 -0.001 -0.006 0.021
H 0.722 0.008 -5.744 -0.009 -0.004 0.024
H 1.156 -0.772 -3.404 -0.102 -0.009 0.029
H 5.185 2.980 -0.706 -0.001 -0.027 0.015
H 6.550 0.927 -0.315 -0.014 -0.007 0.001
H 5.378 -1.279 -0.204 -0.036 -0.004 0.009
H 2.900 -1.325 -0.440 -0.013 0.040 0.008
C -4.829 1.521 1.074 -0.011 -0.029 -0.115
N -3.746 1.447 2.168 -0.018 0.018 -0.037
C -3.735 0.014 2.723 0.034 -0.177 -0.050
N -3.549 -0.916 1.673 -0.024 -0.021 0.029
C -4.597 -0.794 0.664 0.100 0.060 0.040
N -4.595 0.545 0.076 -0.128 -0.015 -0.025
C -3.420 0.808 -0.753 0.222 0.118 -0.084
P -1.823 0.721 0.211 -0.265 -0.562 0.036
C -2.404 1.822 1.622 0.316 0.139 -0.234
C -2.214 -0.885 1.078 -0.028 0.062 -0.053
H -4.814 2.532 0.670 0.061 0.020 0.011
H -5.780 1.340 1.573 0.008 -0.009 0.056
H -3.995 2.091 2.921 0.011 0.010 0.004
H -4.695 -0.138 3.217 -0.043 0.069 -0.022
H -2.930 -0.047 3.455 0.024 0.063 0.007
H -5.568 -0.977 1.126 -0.014 0.014 0.008
H -4.437 -1.536 -0.115 0.011 0.002 -0.010
H -3.524 1.787 -1.226 -0.005 0.007 -0.012
H -3.372 0.071 -1.557 0.002 -0.023 0.007
H -2.461 2.857 1.281 -0.031 0.031 0.046
H -1.672 1.772 2.430 -0.070 -0.013 0.063
H -1.451 -1.072 1.834 0.013 -0.041 0.018
H -2.135 -1.674 0.334 0.088 -0.014 0.011
O 0.471 -8.220 0.324 0.001 -0.063 0.086
C 1.393 -7.423 -0.250 0.012 0.085 0.007
O 2.404 -7.880 -0.696 -0.022 -0.018 -0.025
C 1.086 -5.954 -0.303 -0.023 -0.037 0.033
C 1.661 -5.215 -1.330 0.028 0.023 -0.067
C 1.423 -3.858 -1.438 -0.036 -0.053 0.032
C 0.618 -3.203 -0.502 0.616 0.202 0.343
S 0.309 -1.474 -0.694 -1.217 -0.698 -0.804
C 0.085 -3.935 0.556 0.011 -0.063 0.071
C 0.306 -5.303 0.644 -0.045 0.042 0.003
H -0.329 -7.735 0.555 0.039 0.030 -0.066
H 2.301 -5.726 -2.038 -0.021 0.012 -0.006
H 1.858 -3.289 -2.249 -0.004 -0.023 -0.014
H -0.489 -3.440 1.331 -0.031 0.020 -0.066
H -0.105 -5.843 1.490 -0.002 0.001 -0.014
```
Forces are in eV/Å.

Results
* net charge: +2
* HOMO (alpha / beta): -11.862 / -11.916 eV
* 2S+1: 1
* Kohn-Sham gap (alpha / beta): 6.747 / 6.801 eV
* E_LUMO (alpha / beta): -5.11 / -5.11 eV

=====

How do the records compare in ΔE to the lowest compared entry with this formula, charge and spin? In the order shown, they have 0.0 243.9 170.4 kJ/mol.
How do the records compare in F_max? In the order shown, they have 3.700 0.699 3.907 eV Å⁻¹.